*i*
Here is the ion C4H8N3 with charge +1 from the OMol25 dataset. Energies are from the ωB97M-V functional and the def2-TZVPD basis.

Output
* charge: +1
* HOMO energy: -14.84 eV
* molecular weight: 98.13 u
* E_LUMO: -4.385 eV

Last column: natural (NBO) charge in e.
Atoms and positions in Å:
H  -0.72  3.38  1.59  0.40
N  -0.51  2.62  0.97  -0.57
C  -0.95  1.44  1.16  0.08
C  -0.57  0.15  0.40  0.34
N  -0.97  -1.01  0.42  -0.27
C  -0.18  -1.84  -0.41  -0.26
C  1.00  -0.97  -0.98  -0.25
N  0.70  0.39  -0.45  -0.57
H  -1.60  1.11  1.89  0.19
H  -0.94  -2.15  -1.06  0.25
H  0.23  -2.62  0.21  0.24
H  1.91  -1.27  -0.73  0.23
H  0.89  -1.11  -2.01  0.24
H  1.42  0.75  0.15  0.46
H  0.29  1.11  -1.16  0.48

*ii*
Here is the ion C4H8N3 with charge +1 from the OMol25 dataset. Energies are from the ωB97M-V functional and the def2-TZVPD basis.

Output
* charge: +1
* HOMO energy: -13.80 eV
* molecular weight: 98.13 u
* E_LUMO: -3.709 eV

Last column: natural (NBO) charge in e.
Atoms and positions in Å:
C  -2.26  -0.50  -0.01  -0.43
N  -0.96  0.05  -0.07  -0.26
C  -0.50  1.23  -0.27  0.03
C  0.86  1.23  -0.16  -0.10
N  1.30  -0.02  0.05  -0.09
N  2.57  -0.45  0.02  -0.61
C  0.29  -0.85  0.18  0.15
H  -2.47  -1.45  -0.53  0.25
H  -2.29  -0.78  0.98  0.22
H  -3.08  0.29  -0.22  0.25
H  -1.14  1.93  -0.75  0.25
H  1.64  1.92  -0.38  0.24
H  2.74  -1.02  0.90  0.41
H  3.25  0.27  -0.32  0.42
H  0.04  -1.86  0.57  0.27

Which is most stable, and by how much? *i*, by 28.9 kJ/mol.

*i*
Here is a cluster of 40 separate species, H80O40 in total from the OMol25 dataset. Energies are from the ωB97M-V functional and the def2-TZVPD basis.

Output
* charge: 0
* HOMO energy: -10.55 eV
* molecular weight: 720.60 u
* E_LUMO: -0.939 eV

Last column: Mulliken charge in e.
Atoms and positions in Å:
H  1.36  -1.74  -5.14  0.26
H  0.65  -1.46  -6.32  0.37
O  1.01  -2.30  -5.87  -0.65
H  2.97  0.66  -6.34  0.27
H  3.42  0.90  -4.93  0.26
O  3.24  0.18  -5.62  -0.57
H  -6.36  0.74  2.00  0.30
H  -4.97  0.66  2.60  0.26
O  -5.58  1.24  2.23  -0.64
H  1.82  -3.51  3.66  0.30
H  3.06  -4.17  3.58  0.26
O  2.54  -3.62  4.14  -0.56
H  3.15  2.42  0.47  0.16
H  4.55  1.74  1.08  0.32
O  3.48  1.53  0.99  -0.39
H  -5.30  2.49  -3.08  0.27
O  -4.54  2.80  -2.70  -0.57
H  -0.74  1.03  -5.79  0.22
O  -0.06  0.43  -5.52  -0.53
H  -4.73  -2.13  1.19  0.26
H  -5.31  -2.75  2.21  0.30
O  -5.11  -1.84  2.04  -0.61
H  -0.61  0.48  5.39  0.37
H  -1.82  0.58  6.19  0.25
O  -0.93  0.32  6.28  -0.63
H  3.89  1.17  -1.39  -0.16
H  4.25  1.78  -2.94  0.20
O  4.20  1.88  -1.96  -0.60
H  -1.85  -2.16  -0.94  -0.08
H  -3.13  -2.44  -1.01  0.27
O  -2.56  -2.07  -0.35  0.03
H  0.17  1.83  -2.37  0.39
O  0.96  2.14  -2.88  -0.85
H  2.98  -5.61  1.37  0.27
H  1.61  -6.36  1.12  0.30
O  2.44  -6.29  1.73  -0.61
H  -3.25  1.33  -0.52  0.23
H  -3.19  -0.11  0.12  0.22
O  -3.82  0.60  -0.26  -0.46
H  -1.98  3.99  1.35  0.41
H  -1.22  4.31  0.03  0.11
O  -1.87  4.60  0.56  -0.67
H  -2.36  1.64  -3.87  0.29
H  -3.13  1.46  -2.49  0.35
O  -2.19  1.12  -2.93  -0.55
H  0.94  -3.21  -3.51  0.29
H  2.22  -3.77  -3.09  0.35
O  1.27  -3.85  -2.93  -0.68
H  1.21  3.42  -0.92  0.49
H  1.10  2.15  -0.39  -0.29
O  1.53  2.96  0.00  -0.39
H  2.01  2.81  2.48  0.19
O  2.53  2.92  3.25  -0.62
H  0.56  5.50  1.32  0.31
H  1.88  4.91  1.66  0.35
O  1.48  5.85  1.39  -0.67
H  -1.49  2.48  3.72  0.11
O  -1.15  1.53  3.90  -0.47
H  0.45  0.43  0.95  0.39
H  1.21  -0.91  0.88  -0.04
O  0.66  -0.37  1.57  -0.36
H  4.37  -3.32  -2.99  0.26
H  4.28  -2.11  -1.95  0.23
O  4.49  -3.02  -2.06  -0.61
H  -2.11  5.42  2.76  0.32
H  -2.84  5.98  1.50  0.37
O  -2.97  5.61  2.45  -0.63
H  -5.75  -3.00  -2.51  0.30
H  -4.75  -1.98  -2.13  0.24
O  -5.21  -2.78  -1.75  -0.62
H  -3.71  4.17  0.44  0.36
H  -4.52  2.64  0.67  0.45
O  -4.14  3.32  -0.07  -0.70
H  -0.31  -2.44  3.57  0.26
H  -0.92  -3.63  4.23  0.25
O  -0.41  -3.35  3.51  -0.57
H  3.83  -0.92  1.65  0.20
H  3.89  0.20  2.63  0.31
O  4.46  -0.62  2.41  -0.65
H  4.78  -3.09  0.53  0.24
H  4.14  -4.30  1.46  0.21
O  4.26  -3.57  1.07  -0.48
H  2.72  -1.26  -0.66  -0.30
H  2.84  0.17  -0.42  -0.57
O  2.71  -0.46  -1.12  2.18
H  5.27  0.23  -1.10  0.24
H  6.43  -0.92  -0.66  0.25
O  5.48  -0.73  -0.86  -0.52
H  2.60  -1.28  -3.09  0.05
O  3.22  -1.83  -3.70  -0.50
H  -4.00  -1.48  4.77  0.30
H  -4.35  -2.35  3.58  0.36
O  -4.27  -2.40  4.51  -0.63
H  2.99  2.16  3.34  0.33
H  -4.85  3.23  -1.89  0.28
H  -0.42  1.53  3.25  0.33
H  0.34  0.68  -4.65  0.35
H  1.50  1.67  -2.32  0.32
H  3.55  -1.45  -4.49  0.20
O  -0.74  -3.90  0.56  -0.66
H  -1.35  -3.22  1.06  0.31
H  -0.11  -4.25  1.10  0.24
O  -3.82  -2.04  -4.54  -0.56
H  -3.75  -2.79  -5.13  0.29
H  -3.12  -1.48  -4.93  0.29
O  -2.09  -0.50  3.04  0.03
H  -1.53  0.21  2.87  0.16
H  -2.90  -0.27  2.84  -0.11
O  0.13  1.04  -0.78  0.30
H  0.47  0.25  -0.47  -0.17
H  -0.67  0.94  -1.35  -0.09
O  -3.46  2.79  3.04  -0.40
H  -4.02  3.19  3.79  0.28
H  -4.19  2.67  2.25  0.07
O  4.39  4.41  -0.88  -0.64
H  3.51  4.69  -0.93  0.27
H  4.65  3.62  -1.25  0.32
O  0.75  -2.15  -0.85  -0.15
H  1.12  -2.83  -1.52  0.28
H  0.12  -2.85  -0.53  0.19

*ii*
Here is a cluster of 40 separate species, H80O40 in total from the OMol25 dataset. Energies are from the ωB97M-V functional and the def2-TZVPD basis.

Output
* charge: 0
* HOMO energy: -9.78 eV
* molecular weight: 720.60 u
* E_LUMO: -0.769 eV

Last column: Mulliken charge in e.
Atoms and positions in Å:
H  -1.19  2.84  -3.29  0.30
H  -2.62  2.46  -3.64  0.28
O  -2.09  2.68  -2.88  -0.57
H  -2.88  -1.35  5.07  0.23
H  -3.80  -1.85  3.94  0.31
O  -2.88  -1.83  4.23  -0.56
H  -1.66  -0.09  -3.37  0.21
H  -0.28  -0.59  -3.15  0.02
O  -0.75  0.04  -3.66  -0.37
H  -3.28  -3.33  3.10  0.36
H  -3.19  -3.55  1.41  0.28
O  -3.57  -3.34  2.23  -0.58
H  3.66  -2.89  4.86  0.34
H  2.15  -2.83  4.66  0.36
O  2.91  -3.38  4.46  -0.66
H  1.52  2.18  0.20  -0.01
O  2.38  2.14  -0.25  -0.18
H  3.73  3.45  0.44  0.34
O  4.73  3.15  0.51  -0.69
H  0.33  4.95  2.65  0.33
H  1.13  3.64  3.24  0.27
O  0.45  4.32  3.44  -0.59
H  -3.83  -3.64  -2.85  0.28
H  -2.67  -4.61  -3.38  0.34
O  -3.02  -3.73  -3.40  -0.60
H  -1.82  3.48  0.25  0.28
H  -2.47  2.96  -1.19  0.38
O  -2.64  3.26  -0.23  -0.65
H  -4.47  3.39  3.65  0.30
H  -3.87  3.13  2.18  0.26
O  -4.64  3.27  2.74  -0.62
H  2.72  0.28  -5.53  0.36
O  2.60  -0.73  -5.50  -0.70
H  -1.94  4.24  4.13  0.34
H  -1.84  2.83  4.51  0.23
O  -2.29  3.61  4.82  -0.61
H  -5.87  0.99  -2.62  0.24
H  -6.00  2.19  -1.82  0.49
O  -6.06  1.90  -2.78  -0.68
H  1.74  -4.24  -1.37  0.27
H  1.97  -5.14  -0.26  0.38
O  1.23  -4.91  -0.81  -0.59
H  -1.95  -6.57  -1.68  0.29
H  -1.12  -5.36  -2.21  0.32
O  -1.99  -5.62  -1.70  -0.63
H  -0.43  -1.77  -6.05  0.21
H  -0.29  -2.03  -4.41  0.22
O  -0.13  -1.51  -5.17  -0.56
H  5.00  -2.80  -0.26  0.27
H  4.86  -1.81  0.84  0.47
O  4.95  -1.83  -0.20  -0.73
H  0.09  1.32  2.73  0.10
O  -0.01  0.76  1.97  -0.12
H  -5.82  -0.08  3.73  0.26
H  -4.55  0.87  4.04  0.31
O  -4.89  -0.08  3.71  -0.56
H  0.73  -0.40  3.65  0.21
O  1.69  -0.43  3.42  -0.52
H  -5.17  2.84  0.41  0.25
H  -5.17  1.52  0.23  0.33
O  -5.58  2.27  -0.24  -0.66
H  3.48  0.05  -1.98  0.24
H  3.86  -1.08  -0.93  0.31
O  3.08  -0.51  -1.30  -0.46
H  -1.73  1.00  0.39  -0.11
H  -1.78  0.54  -1.00  -0.09
O  -2.36  0.63  -0.20  0.48
H  -2.01  4.80  -0.92  0.43
H  -1.75  4.85  -2.41  0.28
O  -1.39  5.14  -1.57  -0.64
H  3.64  -4.78  1.25  0.26
H  4.37  -5.40  0.09  0.29
O  3.58  -4.92  0.32  -0.62
H  2.83  0.93  -2.54  0.30
H  1.81  0.60  -3.56  0.10
O  2.46  1.28  -3.34  -0.78
H  -5.35  -1.32  0.01  0.22
H  -3.95  -0.58  0.18  0.26
O  -4.82  -0.61  -0.25  -0.55
H  -0.26  -2.74  -1.76  0.23
H  1.25  -2.23  -2.14  -0.01
O  0.42  -2.52  -2.51  -0.23
H  -1.01  0.31  5.36  0.37
H  -1.64  -0.89  6.02  0.24
O  -1.72  0.07  5.94  -0.66
H  3.99  -1.24  2.26  0.31
H  4.26  -2.73  2.65  0.35
O  4.71  -1.87  2.28  -0.66
H  0.86  2.69  -3.81  0.26
O  0.17  3.00  -4.36  -0.77
H  0.14  4.21  -0.17  0.17
H  0.33  5.53  -0.17  0.39
O  0.52  4.81  0.54  -0.58
H  -0.27  -0.19  1.95  0.08
H  2.75  1.40  0.35  0.28
H  1.75  -0.38  2.48  0.40
H  5.08  4.06  0.70  0.32
H  1.76  -0.85  -5.06  0.39
H  -0.34  2.36  -4.85  0.36
O  4.59  -2.20  -4.32  -0.66
H  4.24  -1.49  -4.88  0.37
H  5.33  -2.09  -3.70  0.26
O  3.52  2.30  3.41  -0.64
H  4.15  2.32  2.71  0.32
H  2.95  1.53  3.40  0.34
O  0.19  0.65  -1.19  1.14
H  0.21  1.24  -1.93  -0.20
H  0.88  0.01  -1.23  -0.49
O  0.30  -1.85  5.19  -0.75
H  -0.06  -2.52  5.84  0.40
H  -0.33  -2.11  4.48  0.19
O  -0.70  -1.90  2.08  -0.48
H  -1.45  -1.95  2.68  0.18
H  -1.29  -1.38  1.48  0.26
O  2.85  -3.75  -3.39  -0.52
H  3.70  -4.26  -3.42  0.21
H  3.08  -2.96  -3.98  0.37
O  2.68  4.34  -2.88  -0.59
H  3.63  4.61  -2.70  0.31
H  2.98  3.38  -3.15  0.23

Which is most stable, and by how much? *ii*, by 481.0 kJ/mol.